[1]
The following is a DFT calculation (the ωB97M-V functional and the def2-TZVPD basis) of one molecule with the formula C17H16N2O3 at a distorted geometry.

Each line ends with the Löwdin charge.
Atoms and positions in Å:
C1 -1.410 1.912 -1.995  -0.41
C2 0.817 0.911 0.036  -0.06
H1 -3.926 -0.432 -1.254  0.14
O1 1.496 -0.004 -3.227  0.08
H2 4.857 -3.308 0.589  0.08
C3 3.424 -1.607 0.698  -0.05
C4 -2.456 -0.093 2.494  -0.31
C5 3.342 -1.803 -2.020  0.03
C6 -1.833 -0.836 3.698  -0.03
H3 0.172 1.544 0.585  0.12
C7 -3.115 0.394 0.401  -0.22
H4 -1.461 -0.125 -2.056  0.15
H5 0.401 2.264 -3.067  0.13
H6 -0.850 -1.243 3.514  0.05
H7 0.550 3.024 -1.460  0.16
C8 -3.363 1.551 1.136  -0.01
C9 2.436 -0.903 -1.312  -0.08
C10 -2.921 1.189 2.483  -0.06
O2 -2.060 2.916 -1.887  0.06
O3 -2.614 -0.668 1.221  0.04
H8 -2.628 -1.585 3.990  0.09
C11 4.237 -2.619 0.110  -0.01
H9 -1.606 -0.130 4.599  0.11
C12 1.580 -0.009 -2.030  -0.40
H10 1.823 0.181 1.786  0.11
N1 0.704 0.837 -1.322  -0.02
C13 -3.304 0.460 -1.086  -0.14
H11 4.697 -3.479 -1.845  0.11
N2 -2.021 0.665 -1.706  0.07
H12 -3.748 2.511 0.787  0.12
H13 3.574 -1.365 1.719  0.10
H14 -2.760 1.817 3.411  0.12
C14 0.167 2.090 -2.002  0.01
C15 1.659 0.065 0.717  0.01
H15 -3.955 1.259 -1.335  0.11
H16 3.420 -1.797 -3.093  0.11
C16 4.080 -2.742 -1.294  -0.07
C17 2.597 -0.837 0.018  -0.24

Forces on atoms 1 to 3 (eV/Å):
-0.63 -0.13 2.76
1.66 -2.32 1.53
0.95 -0.23 -1.45

As for the HOMO-LUMO gap: 8.458 eV. The multiplicity is 1. The value obtained for the relative energy (zero: lowest compared OMol25 entry of this formula, charge and spin) is 93.6 kcal/mol. Its structure (SMILES) is Cc1ccc(CNC(=O)Cn2ccc3ccccc3c2=O)o1. The calculation puts the largest force on an atom at 5.82 eV/Å. The total charge is 0.



[2]
The following is a DFT calculation (the ωB97M-V functional and the def2-TZVPD basis) of one molecule with the formula C17H16N2O3 at a distorted geometry.

Each line ends with the Löwdin charge.
Atoms and positions in Å:
H1 5.958 -1.159 -1.440  0.10
H2 3.320 2.195 -1.377  0.11
O1 -2.664 -2.831 -0.458  0.10
N1 0.617 0.380 1.072  -0.04
N2 -2.294 -1.710 -0.726  -0.34
H3 1.954 0.157 2.648  0.14
C1 3.065 -0.743 0.274  -0.17
C2 5.058 -0.681 -1.083  -0.09
H4 -3.509 2.673 0.032  0.11
C3 4.228 -1.341 -0.197  -0.04
C4 -3.803 1.648 -0.140  -0.02
C5 -2.816 0.686 -0.316  -0.14
H5 0.979 1.677 -0.530  0.12
H6 1.496 -2.126 0.666  0.13
C6 1.495 1.247 0.328  -0.09
H7 -1.275 2.108 0.063  0.13
O2 -1.211 -1.449 -1.211  0.08
H8 -4.852 -2.006 -0.671  0.12
C7 -4.580 -0.972 -0.529  0.01
C8 -1.371 1.053 -0.201  -0.05
H9 -5.889 2.094 -0.045  0.11
C9 -3.230 -0.635 -0.515  -0.11
H10 1.804 2.080 0.981  0.14
C10 4.733 0.596 -1.508  -0.09
O3 -1.348 -0.588 1.559  0.07
C11 -5.147 1.321 -0.177  -0.07
H11 0.575 -0.978 2.629  0.12
C12 2.738 0.537 -0.159  -0.15
H12 -0.865 0.866 -1.150  0.12
C13 2.164 -1.469 1.231  -0.10
H13 -6.586 -0.255 -0.384  0.11
C14 1.318 -0.470 2.014  -0.12
H14 4.479 -2.337 0.139  0.11
C15 3.578 1.198 -1.047  -0.04
C16 -0.703 0.195 0.885  -0.44
H15 2.749 -2.089 1.912  0.12
H16 5.376 1.121 -2.199  0.10
C17 -5.540 0.006 -0.367  -0.07

Forces on atoms 1 to 3 (eV/Å):
0.08 -0.04 -0.03
-0.02 0.12 -0.05
0.02 -0.24 0.12

As for the HOMO-LUMO gap: 9.028 eV. The multiplicity is 1. The value obtained for the relative energy (zero: lowest compared OMol25 entry of this formula, charge and spin) is 82.2 kcal/mol. Its structure (SMILES) is O=C(Cc1ccccc1[N+](=O)[O-])N1CCc2ccccc2C1. The calculation puts the largest force on an atom at 1.46 eV/Å. The total charge is 0.



[3]
The following is a DFT calculation (the ωB97M-V functional and the def2-TZVPD basis) of one molecule with the formula C17H16N2O3S2 at a distorted geometry.

Each line ends with the Löwdin charge.
Atoms and positions in Å:
H1 -2.624 0.884 0.779  0.11
H2 -7.627 -3.850 1.197  0.08
H3 -6.391 -1.848 0.380  0.13
O1 -4.813 -2.983 -0.325  -0.05
C1 3.639 1.610 0.448  -0.42
C2 -6.806 -3.966 0.495  -0.07
C3 -3.736 -0.897 0.346  -0.02
H4 -6.274 -4.888 0.717  0.08
C4 0.152 -0.023 -1.903  -0.58
H5 0.974 1.708 -0.178  0.10
N1 1.304 0.488 -2.412  0.11
H6 7.430 3.643 2.826  0.06
S1 -0.416 -1.577 -2.583  1.08
C5 5.753 0.993 1.686  -0.09
O2 3.084 1.812 -2.624  0.09
H7 2.545 3.412 0.843  0.12
C6 -1.779 -1.474 -1.505  -0.47
C7 6.748 2.944 2.382  -0.40
C8 -2.683 -0.017 0.189  -0.01
O3 3.306 0.469 0.208  0.11
H8 -5.450 -2.717 1.624  0.13
C9 2.083 1.553 -1.998  -0.46
C10 2.836 2.808 -0.018  -0.14
N2 -0.597 0.487 -1.003  0.10
C11 -5.858 -2.782 0.606  -0.27
H9 1.028 3.185 -1.149  0.14
H10 5.621 -0.065 1.549  0.12
H11 -7.203 -4.030 -0.514  0.08
C12 -2.826 -2.356 -1.355  -0.01
C13 1.613 2.334 -0.798  -0.10
C14 -3.817 -2.066 -0.417  -0.27
S2 5.353 3.527 1.580  1.06
C15 -1.689 -0.291 -0.738  -0.31
H12 -2.898 -3.260 -1.937  0.12
H13 1.716 -0.037 -3.176  0.15
C16 4.853 1.909 1.198  -0.45
H14 7.637 1.031 2.810  0.10
C17 6.832 1.585 2.360  -0.17
H15 3.478 3.414 -0.662  0.12
H16 -4.499 -0.666 1.071  0.10

Forces on atoms 1 to 3 (eV/Å):
0.00 0.11 0.08
-0.10 -0.01 0.07
0.11 -0.06 0.05

As for the HOMO-LUMO gap: 8.061 eV. The multiplicity is 1. The value obtained for the relative energy (zero: lowest compared OMol25 entry of this formula, charge and spin) is 1.4 kcal/mol. Its structure (SMILES) is CCOc1ccc2nc(NC(=O)CCC(=O)c3cccs3)sc2c1. The calculation puts the largest force on an atom at 1.12 eV/Å. The total charge is 0.



[4]
The following is a DFT calculation (the ωB97M-V functional and the def2-TZVPD basis) of C17H17BN10O2SbSe4Sn as an isolated structure at a distorted geometry.

Each line ends with the Löwdin charge.
Atoms and positions in Å:
N1 -2.954 1.324 -0.191  0.07
N2 0.064 0.678 2.629  -0.04
C1 1.109 -5.518 -0.960  -0.08
O1 2.404 -0.534 -0.638  0.19
H1 1.334 -0.444 -3.545  0.10
C2 1.592 -1.417 -3.127  0.00
H2 -4.937 1.577 -0.756  0.11
Se1 0.864 7.795 5.060  -0.16
H3 2.273 -0.899 4.481  0.10
Sn1 -1.614 2.750 2.304  0.75
O2 -1.939 -1.855 1.196  0.14
H4 -2.007 -3.069 -1.007  0.16
C3 -0.332 -4.043 -0.065  -0.27
N3 -1.918 0.728 -0.807  -0.13
Se2 0.788 7.442 1.043  0.12
N4 -0.663 0.726 -0.225  0.07
C4 1.283 -0.849 -0.569  -0.14
N5 0.787 -1.667 -1.938  0.01
H5 -1.006 -5.824 -1.345  0.12
H6 1.429 -2.197 -3.867  0.10
H7 0.932 4.699 0.764  -0.04
Se3 2.781 4.724 3.113  -0.13
H8 -0.472 -2.936 -2.881  0.16
C5 0.697 0.519 3.783  -0.14
H9 -0.873 -4.231 0.870  0.18
C6 -0.989 -2.802 -0.718  -0.15
H10 1.983 -1.817 1.920  0.11
Se4 -1.225 4.925 3.368  -0.14
C7 -3.593 0.486 -2.193  -0.05
H11 2.636 -1.395 -2.826  0.10
H12 -4.207 0.232 -3.040  0.09
C8 -0.196 -5.261 -0.908  -0.01
C9 1.613 -0.538 3.712  -0.04
H13 1.654 -6.315 -1.439  0.11
C10 -2.253 0.235 -2.025  -0.07
N6 1.833 -4.524 -0.225  0.06
C11 1.195 3.583 -1.164  -0.01
C12 -1.077 -1.708 0.368  -0.23
H14 0.480 1.176 4.613  0.11
B1 -0.004 -0.484 0.404  -0.62
C13 -3.972 1.175 -1.019  -0.13
H15 -1.516 -0.218 -2.668  0.11
N7 0.034 1.899 -0.379  -0.10
N8 0.554 -0.254 1.794  -0.02
H16 1.793 4.226 -1.786  0.11
H17 0.784 1.728 -2.352  0.12
N9 0.051 2.821 0.609  -0.06
Sb1 1.010 6.335 3.183  -0.39
C14 0.713 2.335 -1.464  -0.03
C15 1.488 -1.004 2.427  -0.07
C16 -0.212 -2.452 -1.941  -0.01
C17 0.753 3.838 0.147  -0.15
N10 1.048 -3.698 0.279  0.07

Forces on atoms 1 to 3 (eV/Å):
0.18 -0.28 -0.16
-0.12 0.38 0.44
0.00 0.02 0.02

The expectation value of S² is 0.76. As for the HOMO-LUMO gap (alpha / beta): 4.683 / 4.626 eV. The multiplicity is 2. The calculation puts the largest force on an atom at 1.95 eV/Å. The total charge is 0.



[5]
The following is a DFT calculation (the ωB97M-V functional and the def2-TZVPD basis) of C17H17BN8O6Zn as an isolated structure at a distorted geometry.

Each line ends with the Löwdin charge.
Atoms and positions in Å:
C1 -0.356 -2.438 0.935  -0.08
H1 -0.155 -1.169 -5.713  0.12
H2 -2.486 -1.521 -4.353  0.14
N1 -0.624 -1.558 -0.047  0.01
C2 2.666 -0.056 3.473  0.08
C3 2.444 2.330 3.817  0.10
H3 0.582 -2.369 1.429  0.11
H4 4.683 0.994 6.045  0.13
C4 -3.222 2.391 -0.016  -0.05
B1 -2.511 -0.914 -1.638  -0.46
O1 4.606 3.447 6.446  0.06
C5 -1.527 -1.133 -4.007  -0.07
O2 3.874 -2.416 4.309  0.05
N2 0.010 -0.423 -2.492  -0.09
C6 -3.719 1.275 -0.690  -0.08
H5 2.410 -0.953 2.918  0.11
C7 -2.392 -2.910 0.127  0.01
C8 -1.430 -3.324 1.048  -0.02
C9 -0.342 -0.948 -4.659  -0.08
H6 2.513 2.261 -1.102  -0.03
N3 -2.672 0.460 -0.927  -0.06
N4 -1.917 -1.812 -0.499  0.04
C10 1.184 1.284 1.895  -0.56
C11 3.969 1.042 5.228  0.10
O3 5.006 -1.370 5.869  0.06
H7 1.364 2.432 -2.422  -0.02
H8 -3.367 -3.304 -0.161  0.15
N5 -1.387 -0.794 -2.725  0.05
N6 3.769 3.488 5.521  -0.32
N7 -1.530 0.995 -0.386  0.05
H9 -4.695 0.969 -1.023  0.11
H10 -3.749 3.236 0.351  0.08
C12 1.468 2.010 -1.390  -0.21
O4 3.234 4.551 5.137  0.07
H11 -1.484 -4.152 1.702  0.10
C13 3.602 -0.118 4.532  -0.12
C14 2.087 1.169 3.111  -0.08
C15 3.392 2.267 4.858  -0.12
O5 1.167 0.264 1.113  -0.14
C16 -1.833 2.166 0.107  -0.14
N8 4.191 -1.375 4.920  -0.32
H12 1.583 -0.191 -3.928  0.11
H13 0.678 -1.671 -0.681  0.30
H14 -1.034 2.769 0.504  0.08
Zn1 1.027 0.068 -1.093  0.68
H15 -3.577 -1.308 -2.035  0.12
O6 0.608 2.392 1.761  0.00
C17 0.571 -0.501 -3.763  -0.11
H16 0.571 2.289 -0.698  -0.01
H17 2.012 3.288 3.540  0.13

Forces on atoms 1 to 3 (eV/Å):
-1.46 -1.14 -0.30
-0.11 0.26 0.49
0.36 0.35 0.03

As for the HOMO-LUMO gap (alpha / beta): 5.176 / 5.179 eV. The multiplicity is 1. The value obtained for the relative energy (zero: lowest compared OMol25 entry of this formula, charge and spin) is 101.5 kcal/mol. The calculation puts the largest force on an atom at 7.09 eV/Å. The total charge is 0.



[6]
The following is a DFT calculation (the ωB97M-V functional and the def2-TZVPD basis) of C17H17BrMg as an isolated structure at a distorted geometry.

Each line ends with the Löwdin charge.
Atoms and positions in Å:
C1 0.856 1.087 4.123  -0.18
H1 -1.080 0.686 -4.077  0.11
H2 -0.943 -1.690 4.985  0.07
H3 -0.659 1.189 -1.688  0.04
Br1 3.111 -1.656 -1.426  0.07
C2 1.424 0.651 2.940  -0.11
C3 1.622 -1.149 1.249  -0.17
C4 -1.986 -0.211 1.077  -0.17
H4 2.587 -1.655 -4.277  0.08
H5 0.967 2.317 -3.403  0.10
H6 2.053 1.297 2.323  0.08
H7 -2.672 -2.194 0.314  0.06
H8 -0.250 0.527 5.906  0.04
C5 0.077 0.219 4.912  -0.21
C6 -1.046 0.500 -0.916  -0.26
H9 -0.058 -2.458 2.775  0.09
H10 -1.092 1.843 0.850  0.07
H11 1.245 -2.074 0.822  0.00
C7 -1.614 -0.800 -1.119  -0.22
H12 2.337 -0.560 0.685  -0.09
C8 1.891 -0.844 -4.036  -0.31
Mg1 1.134 -0.276 -2.056  0.42
C9 -0.037 0.392 -3.942  -0.20
C10 -1.338 0.872 0.431  -0.18
H13 -1.658 -1.328 -2.064  0.05
C11 0.465 -0.931 -4.060  -0.20
C12 1.055 1.260 -3.629  -0.21
C13 1.132 -0.676 2.460  -0.38
H14 -0.142 -1.817 -4.212  0.10
C14 2.255 0.502 -3.755  -0.25
C15 -0.273 -1.051 4.417  -0.19
C16 0.230 -1.499 3.211  -0.13
C17 -2.167 -1.250 0.108  -0.18
H15 3.291 0.866 -3.711  0.11
H16 -2.275 -0.246 2.128  0.07
H17 1.026 2.110 4.460  0.07

Forces on atoms 1 to 3 (eV/Å):
0.44 -0.51 -0.21
0.39 -0.15 0.60
-0.02 0.01 0.09

As for the HOMO-LUMO gap: 3.264 eV. The multiplicity is 1. The calculation puts the largest force on an atom at 3.58 eV/Å. The total charge is -2.